Molecular formula: C20H87N4O30
Method: DFT, ωB97M-V/def2-TZVPD

Each line ends with the Mulliken charge.
Atoms and positions in Å:
C1 4.769 -0.973 4.732  -1.1613
C2 4.465 -0.617 3.190  0.0800
C3 3.189 -1.454 2.793  -1.0913
C4 2.781 -1.281 1.240  0.1203
C5 1.257 -1.678 1.160  -1.1731
N1 0.693 -1.771 -0.220  1.6956
C6 1.451 -2.679 -1.128  -0.0376
C7 2.130 -1.841 -2.331  -0.1568
C8 3.692 -1.661 -2.186  -0.1012
C9 4.178 -0.872 -3.513  -0.4738
C10 5.567 -0.139 -3.337  -0.5688
O1 5.257 1.238 -2.947  -0.3783
C11 6.243 1.672 -1.963  -0.5309
C12 -0.710 -2.032 -0.234  -1.9925
N2 -1.348 -3.322 -0.082  0.0589
C13 -1.205 -3.883 1.288  -0.2554
C14 -1.615 -2.886 2.443  0.0021
O2 -2.757 -2.954 2.873  -0.4704
N3 -1.504 -0.993 -0.401  1.4606
C15 -1.060 0.403 -0.608  -0.0758
C16 -1.047 0.694 -2.181  0.1654
O3 -2.339 0.536 -2.802  -0.2769
C17 -3.275 1.483 -2.359  0.3424
O4 -3.011 2.529 -1.797  -0.6240
C18 -4.790 1.164 -2.675  0.0408
C19 -5.634 0.693 -1.409  -0.9228
N4 -2.898 -1.223 -0.446  -0.7211
C20 -3.439 -0.797 0.628  0.3690
O5 -3.834 -0.051 1.427  -0.5229
H1 5.112 -0.077 5.317  0.2681
H2 5.479 -1.840 4.834  0.2957
H3 3.794 -1.313 5.213  0.3609
H4 5.330 -1.049 2.600  0.0667
H5 4.319 0.486 3.024  0.2830
H6 2.281 -1.202 3.431  0.4187
H7 3.384 -2.555 2.937  0.2106
H8 2.971 -0.206 0.935  0.1771
H9 3.431 -2.005 0.675  0.2698
H10 1.122 -2.599 1.796  0.0835
H11 0.682 -0.844 1.689  0.4847
H12 0.746 -3.401 -1.639  0.1366
H13 2.213 -3.294 -0.575  0.0930
H14 1.613 -0.861 -2.521  -0.3512
H15 1.972 -2.462 -3.269  0.1656
H16 4.266 -2.642 -2.214  0.2267
H17 4.019 -1.035 -1.309  -0.0342
H18 3.412 -0.065 -3.722  0.2444
H19 4.179 -1.638 -4.348  0.3765
H20 6.278 -0.633 -2.620  0.3920
H21 6.020 -0.045 -4.378  0.3397
H22 6.026 1.059 -1.031  -0.0476
H23 6.112 2.755 -1.691  0.2314
H24 7.296 1.439 -2.285  0.4942
H25 -1.023 -4.002 -0.779  0.3860
H26 -0.146 -4.281 1.444  0.1667
H27 -1.871 -4.795 1.407  0.4537
H28 -0.950 -2.074 2.876  0.3995
H29 -1.737 1.165 -0.112  -0.1932
H30 -0.022 0.629 -0.247  0.3809
H31 -0.640 1.722 -2.411  0.5711
H32 -0.343 -0.046 -2.681  -0.3954
H33 -4.862 0.344 -3.445  0.1184
H34 -5.272 2.125 -3.039  0.3110
H35 -6.725 0.725 -1.720  0.3541
H36 -5.445 -0.385 -1.111  0.2759
H37 -5.541 1.374 -0.508  0.1022
O6 1.217 -1.393 -5.252  -0.5085
H38 1.119 -0.504 -5.617  0.2657
H39 0.442 -1.865 -5.582  0.2439
O7 -5.624 0.989 3.459  -0.5452
H40 -5.208 0.450 2.775  0.3760
H41 -4.883 1.402 3.918  0.2581
O8 5.487 0.507 7.269  -0.6006
H42 4.722 0.580 7.859  0.2988
H43 6.230 0.798 7.810  0.2662
O9 -1.692 3.321 1.696  -0.5581
H44 -1.884 3.127 0.769  0.3030
H45 -2.315 2.768 2.184  0.2750
O10 -6.951 3.599 -2.370  -0.5737
H46 -7.484 4.314 -2.735  0.2885
H47 -6.571 3.982 -1.565  0.3628
O11 2.698 1.474 8.061  -0.6054
H48 2.127 1.699 7.320  0.3084
H49 2.342 1.988 8.793  0.2960
O12 -5.758 4.563 0.281  -0.6553
H50 -6.335 3.993 0.804  0.2973
H51 -4.869 4.304 0.550  0.2610
O13 7.658 0.166 3.139  -0.6069
H52 7.891 0.984 3.593  0.2868
H53 7.780 -0.516 3.812  0.3114
O14 3.249 -4.783 0.774  -0.5501
H54 2.685 -5.331 1.333  0.2637
H55 4.145 -5.052 1.012  0.2714
O15 -6.739 -0.047 -5.001  -0.5716
H56 -6.827 0.847 -5.349  0.2745
H57 -7.496 -0.517 -5.377  0.3607
O16 8.125 -1.056 -0.149  -0.6598
H58 8.228 -0.719 0.751  0.2924
H59 7.483 -0.458 -0.547  0.3014
O17 8.949 2.683 -2.082  -0.6470
H60 9.718 2.445 -2.615  0.3099
H61 8.682 3.543 -2.429  0.3152
O18 -8.874 0.246 -6.455  -0.6301
H62 -9.426 0.512 -7.200  0.2827
H63 -9.253 0.720 -5.704  0.3103
O19 -4.414 4.563 2.604  -0.5101
H64 -5.190 4.595 3.178  0.2780
H65 -3.686 4.828 3.180  0.2830
O20 2.372 3.501 6.213  -0.7031
H66 3.029 2.864 5.897  0.3669
H67 2.762 4.363 6.002  0.3027
O21 0.949 2.548 3.949  -0.5990
H68 0.399 3.235 3.553  0.3093
H69 1.355 2.980 4.723  0.3233
O22 -0.282 2.155 7.653  -0.5972
H70 -0.488 1.899 6.745  0.2932
H71 -0.895 1.635 8.187  0.3072
O23 -7.153 2.367 5.813  -0.6141
H72 -6.730 1.828 5.132  0.3711
H73 -6.418 2.780 6.280  0.2933
O24 -6.880 -3.218 -6.303  -0.6278
H74 -7.413 -2.505 -6.674  0.3044
H75 -6.500 -2.834 -5.500  0.3797
O25 -2.120 -0.344 -5.547  -0.6690
H76 -2.052 -0.039 -4.632  0.4265
H77 -2.744 0.268 -5.955  0.2837
O26 3.285 5.160 4.195  -0.6078
H78 3.186 6.034 3.799  0.3141
H79 2.522 4.667 3.867  0.3122
O27 -5.261 -3.535 -3.999  -0.6718
H80 -4.819 -4.070 -4.671  0.3356
H81 -4.538 -3.098 -3.534  0.2430
O28 -7.710 -5.181 -3.181  -0.6455
H82 -8.037 -5.400 -4.062  0.3172
H83 -6.970 -4.583 -3.349  0.3608
O29 4.593 2.630 -5.561  -0.7084
H84 4.831 3.448 -5.111  0.2772
H85 4.722 1.948 -4.889  0.4022
O30 -0.192 -4.847 -2.936  -0.6101
H86 0.132 -4.383 -3.717  0.2912
H87 0.242 -5.708 -2.978  0.3019

Results
- charge = +1
- DFT total energy (a.u.) = -3290.0137
- HOMO level (Ha) = -0.4210
- orbital gap (eV) = 7.627
- 2S+1 = 1